52
Properties=species:S:1:pos:R:3:forces:R:3 method="wB97M-V/def2-TZVPD" charge=0 fmax_ev_per_a=2.78 orbital_gap_ha=0.2750
Ti 0.073 0.356 0.966 0.13 -0.16 -1.00
Br -2.721 -1.852 1.458 -0.28 -0.20 0.11
C -1.879 -1.135 2.966 -0.25 -0.08 -0.13
C -2.338 -1.391 4.254 0.23 0.08 -0.14
C -1.597 -0.913 5.323 0.05 0.11 -0.33
C -0.409 -0.238 5.065 0.21 0.11 -0.41
C -0.042 -0.023 3.747 0.17 0.04 0.65
N -0.791 -0.426 2.713 -0.31 -0.23 1.01
C 1.287 0.585 3.310 -0.20 0.11 2.58
O 2.004 1.171 4.080 -0.22 -0.26 -0.42
O 1.519 0.317 2.067 1.55 0.02 -0.46
H -3.236 -1.969 4.397 -0.07 -0.02 -0.03
H -1.935 -1.074 6.336 0.04 -0.06 0.02
H 0.252 0.102 5.848 0.01 0.07 0.02
N 2.992 -1.262 -0.753 0.16 0.41 0.00
C 2.982 -2.608 -0.229 -0.05 -0.28 -0.12
C 1.581 -3.242 -0.025 0.21 0.40 0.04
C 0.804 -2.336 0.890 0.34 -1.66 1.11
O 0.633 -2.529 2.076 0.33 -0.42 -0.51
O 0.356 -1.246 0.310 0.03 -1.73 -1.03
H 2.406 -1.190 -1.581 0.04 0.12 0.22
H 2.697 -0.582 -0.053 0.15 -0.25 -0.43
H 3.506 -2.602 0.729 0.06 -0.07 -0.08
H 3.540 -3.242 -0.924 0.01 -0.07 0.18
H 1.684 -4.227 0.423 -0.10 0.02 0.03
H 1.074 -3.312 -0.989 -0.04 -0.03 0.02
F -3.845 2.985 0.860 0.34 0.28 0.10
C -2.794 2.300 0.437 -0.19 -0.61 0.17
F -2.851 1.078 1.021 -0.38 0.25 -0.10
F -2.922 2.118 -0.875 0.04 0.35 0.02
S -1.122 3.044 0.921 -1.67 1.60 -1.53
O -0.422 3.177 -0.321 -0.17 0.63 0.22
O -1.409 4.204 1.679 0.07 0.08 0.47
O -0.611 1.908 1.732 -0.34 1.48 1.35
O 0.141 0.771 -6.779 -0.24 -0.26 -0.41
N 0.758 1.343 -5.915 0.01 0.00 0.10
O 1.649 2.139 -6.088 0.37 0.30 -0.25
C 0.395 1.064 -4.540 -0.29 -0.18 1.20
C -0.617 0.152 -4.244 0.00 0.02 -0.06
C -0.982 -0.062 -2.932 0.74 0.74 0.41
C -0.380 0.647 -1.843 0.42 0.20 -1.25
O -0.830 0.609 -0.653 -0.43 0.02 -0.47
C 0.744 1.461 -2.205 -1.18 -0.78 -0.80
C 1.088 1.699 -3.524 0.08 -0.05 -0.20
N 1.542 2.018 -1.185 0.48 0.14 -0.22
O 2.273 2.931 -1.426 -0.05 -0.13 0.33
O 1.519 1.443 -0.076 0.79 0.32 0.25
N -1.955 -1.096 -2.626 0.08 -0.02 0.06
O -2.691 -1.446 -3.515 -0.44 -0.15 -0.42
O -1.920 -1.566 -1.511 -0.19 -0.28 0.04
H -1.113 -0.405 -5.030 0.02 0.08 0.03
H 1.914 2.354 -3.767 -0.05 -0.01 0.06

***

8
Properties=species:S:1:pos:R:3:forces:R:3 method="wB97M-V/def2-TZVPD" relative_energy_ev=3.341 charge=0 fmax_ev_per_a=2.85 orbital_gap_ha="0.2475 / 0.2669"
Si -0.687 1.520 -1.458 -1.57 -0.98 0.67
Si 0.267 1.413 2.589 -0.32 -1.49 -2.41
Cl 0.035 -0.443 -1.615 0.19 0.97 -0.18
Cl 1.706 0.055 2.005 -0.06 0.03 0.07
Cl -0.843 0.658 4.040 -0.81 -0.51 1.14
H 0.054 2.772 -1.685 0.43 -0.30 -0.48
H -2.056 1.436 -2.158 1.04 0.30 0.35
H 0.945 2.535 2.997 1.10 1.97 0.85